C19H29N3OS in the gas phase. Source: OMol25; level of theory: ωB97M-V/def2-TZVPD.

```
53
Properties=species:S:1:pos:R:3
C 1.30575 4.05766 4.69109
H -4.67115 4.92520 3.75358
C -2.25574 -0.53633 1.61851
H -1.04633 8.43464 3.99608
H -4.27649 2.58290 2.91712
H -2.29332 1.16462 3.25444
C -1.35205 7.38872 4.08371
H -2.40363 7.29614 3.80068
N -2.69516 3.81549 2.60113
C -1.55821 3.04763 2.67288
H -3.44289 2.29449 0.53487
H 4.61206 3.33645 4.32166
C -1.48224 1.56854 2.59172
H -1.47742 7.02624 1.34896
H -3.26747 -0.53948 1.18094
O -2.21404 1.47310 0.30171
H 0.56796 4.38482 5.43599
C 1.77479 3.28405 2.43183
H -1.63100 -1.31100 1.15144
H -5.23629 2.72264 0.65429
C 2.64478 3.91626 5.01462
H -1.23486 7.09079 5.12674
C -0.10345 0.49157 0.60671
C -0.50828 6.51126 3.19101
H 0.48888 6.34550 3.60562
C -1.54264 0.87916 1.33342
H -0.28286 -0.44146 0.04233
H -0.05210 8.02374 1.72249
H 3.22887 -1.02067 1.14220
H -2.35468 -0.79078 2.68634
C -0.46073 7.01054 1.76231
H 2.87659 0.10732 -0.18921
H 1.41431 3.04795 1.42429
H 0.17005 6.35790 1.14930
H -5.93521 4.51790 2.59160
H -4.03709 4.01883 0.23100
N -2.44527 5.09516 2.82000
S 1.30094 0.24405 1.68490
N -1.15108 5.15280 3.17045
H 3.81447 2.73837 2.03752
H -0.50799 1.28298 3.04218
H -4.57033 5.52652 2.09963
C -4.07871 3.45215 2.28318
H 0.17801 1.23936 -0.15890
C -4.21271 3.10179 0.82058
H 2.97685 4.14704 6.03740
C 3.55791 3.44072 4.07099
C -0.56844 3.92588 3.04234
C 2.42974 -0.59883 0.52230
C -4.86370 4.66737 2.70883
H 1.92348 -1.41676 -0.00599
C 3.11942 3.13453 2.77240
C 0.83953 3.72229 3.39264
```

The calculation puts the frontier orbital gap at 6.62 eV. Its relative energy (zero: lowest compared OMol25 entry of this formula, charge and spin) is 130.4 kcal/mol. The LUMO energy comes out at 0.17 eV.

---

A 6-piece molecular cluster, C19H29N8 overall. Source: OMol25; level of theory: ωB97M-V/def2-TZVPD.

```
56
Properties=species:S:1:pos:R:3
C 0.32267 1.28000 7.72759
C 1.29307 -2.77480 -3.00705
H 1.77521 -0.22502 -6.33673
C 1.50306 -3.30638 3.90159
N 1.28497 0.70681 7.48778
N 0.80838 -0.60655 -9.30598
H -4.09074 -0.90925 0.18144
C -3.14134 1.93469 -2.79051
H 2.67792 3.61047 -1.70170
C -1.50644 0.11243 1.84600
H -2.16379 0.02859 -1.25911
H 0.11232 -4.50265 -3.07997
C -0.84432 0.28983 3.06127
H 2.27737 1.92758 0.74889
C -4.41258 2.63889 -2.68359
H 1.15979 -0.87338 -0.12301
H 1.05011 3.02815 -1.48945
N 0.09071 0.95449 0.18159
H -5.08247 2.30878 -3.47489
H 0.69641 -1.62706 -6.33763
C 2.23570 0.71048 -1.07354
H -4.86974 2.43432 -1.71717
H 0.12691 0.09834 5.09149
C -1.10971 0.38816 0.57685
C 0.90680 0.03401 -0.65069
H 1.68815 -4.70108 -2.29250
C 2.56079 1.99189 -0.29345
H 2.12024 1.00017 -2.10949
H 3.06836 0.03273 -0.95498
C 1.51832 -1.14313 -6.85978
H -1.70293 1.64863 7.34128
N -2.14788 1.37058 -2.89637
H 0.38613 -3.84238 -1.45189
H 3.63795 2.11554 -0.30039
C 0.84091 -4.03146 -2.42326
H 1.75200 4.02332 -0.24419
H 2.38079 -1.80587 -6.85565
C 1.10664 -3.01584 2.52971
C -0.35169 0.15718 4.14784
N 1.64649 -1.78504 -3.46313
N -2.16688 -0.03175 -0.24470
H -3.30871 -0.72346 2.58069
H 1.78794 -2.38504 4.40578
H 0.33441 -0.23157 -1.53527
C -0.91524 1.99860 8.00541
H 2.35052 -3.98840 3.90206
C 1.97889 3.24561 -0.96172
C -3.14611 -0.51364 0.49514
H -0.10928 1.78883 -0.36324
N 0.81211 -2.78301 1.44753
H -1.21653 1.82772 9.03665
H -4.24700 3.70996 -2.77953
H 0.67461 -3.76708 4.43558
C 1.12423 -0.84146 -8.23093
N -2.78215 -0.43967 1.77237
H -0.76459 3.06478 7.85032
```

The calculation puts the frontier orbital gap at 9.82 eV. The LUMO energy comes out at -2.75 eV. The total charge is +1.

---

C19H29NO2 in the gas phase. Source: OMol25; level of theory: ωB97M-V/def2-TZVPD.

```
51
Properties=species:S:1:pos:R:3
H -0.12255 3.23498 -2.23643
C -2.78120 -0.96388 1.08367
C -0.64456 0.23323 1.81051
H -2.16698 0.44209 -4.43697
H 3.97159 -0.48100 1.85338
C -2.30724 -1.52166 -3.59743
H 5.71638 0.01685 3.34137
H -0.14225 1.96961 -4.35530
C 0.68879 0.00761 2.47234
O -4.21193 0.45748 -0.19774
C -3.13229 -0.09404 -0.11677
H -2.39455 2.60276 -1.40578
H 1.24438 -0.72379 -0.21032
C 0.16376 1.46500 -3.43609
H -1.96966 -2.08547 -2.73055
O 4.21563 -0.74971 4.55330
H -3.39344 -1.56180 -3.62587
C 1.91285 -0.00443 0.25976
H 1.61006 0.99674 -0.04553
H -3.34500 -0.56323 1.92852
H -0.74883 -1.61846 0.68228
H -1.25778 -1.74784 2.35234
C -2.46128 0.66967 -2.34230
C 3.06546 -0.38125 2.43148
H -3.55225 0.68445 -2.45359
H 2.91729 -0.18167 -0.11654
H -2.32811 2.64687 -3.16965
C 3.09654 -0.50245 3.81342
H -0.08502 1.73419 -1.31500
C 1.87600 -0.13182 1.75535
H 6.18291 -1.07869 4.66503
H 0.07691 -0.51924 -2.60481
H 0.11185 -0.48107 -4.36165
C 0.73163 -0.11561 3.85775
H 1.93462 -0.45830 5.60188
H -0.18374 -0.00933 4.42196
H 5.43079 -1.74147 3.19372
H -1.91986 -2.00616 -4.49091
H -1.29616 0.77338 2.50034
H 1.25404 1.50127 -3.38195
C 5.44445 -0.89326 3.88652
C -1.96475 2.12047 -2.28514
C -0.30351 0.01299 -3.48052
N -2.21043 -0.02683 -1.09753
C -1.31019 -1.10678 1.46842
C -1.83124 -0.07236 -3.53000
H -3.19360 -1.95484 0.86809
H -1.31291 -0.46273 -0.97940
C -0.44255 2.19110 -2.23960
C 1.90784 -0.36574 4.52811
H -0.53990 0.84421 0.91384
```

The calculation puts the frontier orbital gap at 9.04 eV. Its relative energy (zero: lowest compared OMol25 entry of this formula, charge and spin) is 0.0 kcal/mol. The LUMO energy comes out at 0.73 eV. The structure (SMILES) is COc1ccc(CCCC(=O)N[C@H]2CCCC[C@H]2C)c(C)c1.

---

C19H30AgB3F2IO5Si as an isolated structure. Source: OMol25; level of theory: ωB97M-V/def2-TZVPD.

```
62
Properties=species:S:1:pos:R:3
C 0.83580 -4.01531 0.83297
H -2.44094 0.01635 0.82336
C 1.07694 5.37720 -3.39483
C -0.38963 -5.53504 2.95611
C 1.06109 -5.43080 1.02331
I 0.72202 5.10285 2.30701
H -0.15341 -1.78365 -1.63890
C -2.68906 1.67835 2.26994
H 2.12247 5.09782 -3.56066
F 1.09341 0.33483 -0.31581
B 0.92349 1.02219 2.07948
C 1.78791 0.40829 0.87242
C -2.80594 1.04706 0.85825
O -0.73658 2.71345 3.53744
Si 1.73627 -3.12008 -0.60070
H -0.24702 -2.38317 1.61362
H 1.16237 -2.14532 -2.76185
H 0.02409 -3.43176 -2.40836
C -0.03507 -3.44954 1.70783
H 0.53775 5.18639 -4.33112
C 0.59526 4.54601 -2.22318
B -1.18767 1.63825 2.78423
H 3.86040 -2.21474 0.17635
H 2.24406 -5.27628 -1.80697
C 0.43427 -6.14314 2.08879
O 1.37869 4.14416 -1.39200
O -0.35336 0.57801 2.42705
O -0.75162 4.19376 -2.08237
H -3.33217 1.08010 2.93517
H -0.33407 2.11514 -2.20330
H 1.71630 -6.01553 0.38071
Ag -3.48454 4.09602 1.13043
H 1.93933 -1.52157 1.95584
C 2.48898 -0.92914 1.21126
O 1.42998 2.08313 2.81033
H -3.70588 1.35696 -1.50810
H -1.32879 -3.61826 3.44780
H -2.67564 1.85451 -3.50486
H -2.91884 3.52242 -3.08437
H -1.71446 2.83305 0.29792
B 0.48787 3.07866 2.94783
H -3.06141 2.74125 2.23534
C 2.83634 -4.43855 -1.41618
H 3.42081 -0.62141 1.70582
C -2.07169 1.92213 -0.22766
C -0.94566 2.89557 -2.67314
H 3.46091 -3.97518 -2.18565
H 0.65019 -7.20506 2.19915
H -0.59018 2.96997 -3.71774
C 2.90284 -1.73143 -0.06299
C -2.43644 2.59661 -2.73489
H -3.76562 3.04366 -0.98980
C 0.53812 -2.57204 -1.96075
H 3.02382 -1.02402 -0.89323
C -3.08128 2.24784 -1.36053
H -3.87830 1.02027 0.61058
C -0.66388 -4.14548 2.76601
F 2.81347 1.30242 0.65504
H -1.21954 1.32919 -0.56633
H 1.05176 6.45658 -3.20949
H 3.48658 -4.83317 -0.61648
H -0.84489 -6.07077 3.78484
```

The calculation puts the frontier orbital gap (alpha / beta) at 6.96 / 4.33 eV. Its expectation value of S² is 0.769. The LUMO energy (alpha / beta) comes out at -7.35 / -9.99 eV. The total charge is +2. The spin multiplicity is 2.

---

Here are the calculated F_max numbers, same order: 6.32 1.16 0.60 2.00 (eV Å⁻¹).
Here are the calculated electronic energy numbers, same order: -37523.049 -32085.044 -25759.963 -57858.404 (eV).